Entry 1:
ORCA calculation (ωB97M-V with the def2-TZVPD basis set) on a molecular structure, C23H21N6O2SY in a non-equilibrium geometry.

XYZ file:
```
54
Properties=species:S:1:pos:R:3:forces:R:3
Y -0.0579 0.1172 -0.1401 0.16 0.52 0.39
O 1.5874 -0.7188 -1.1120 0.58 -0.67 -0.78
C 1.8979 -1.7641 -1.8423 -0.08 0.33 0.27
C 3.1011 -1.7873 -2.5662 0.13 -0.07 -0.03
C 3.4616 -2.8843 -3.3183 0.02 -0.01 -0.01
C 2.6431 -4.0159 -3.3873 -0.02 0.10 0.06
C 1.4572 -4.0025 -2.6883 0.02 -0.08 -0.04
C 1.0587 -2.8963 -1.9249 -0.42 -0.23 0.08
C -0.2513 -2.9958 -1.2852 0.26 -0.05 -0.16
N -0.8904 -2.0784 -0.6716 -0.25 -0.16 0.10
C -2.2370 -2.4255 -0.1722 0.14 0.02 -0.10
C -2.8076 -1.3287 0.7323 0.00 0.07 -0.07
N -2.4574 -0.0344 0.1555 -0.11 -0.31 0.02
C -3.3771 0.6884 -0.3528 -0.02 0.22 -0.09
C -3.1643 1.8812 -1.1604 -0.20 -0.20 0.22
C -4.2353 2.7693 -1.3272 -0.08 0.04 -0.01
C -4.1222 3.8984 -2.1066 0.12 -0.07 0.00
C -2.9098 4.1253 -2.7703 0.00 0.02 -0.01
C -1.8533 3.2495 -2.6553 -0.08 0.09 -0.08
C -1.9435 2.1010 -1.8435 0.27 -0.19 0.06
O -0.9378 1.2757 -1.7487 -0.34 0.29 -0.20
H 3.7446 -0.9195 -2.4967 -0.01 0.00 -0.01
H 4.4004 -2.8698 -3.8594 -0.01 0.00 0.00
H 2.9342 -4.8768 -3.9725 0.00 0.00 0.00
H 0.7976 -4.8635 -2.7258 0.02 0.01 -0.01
H -0.7239 -3.9797 -1.3853 0.03 -0.02 -0.04
H -2.2111 -3.3709 0.3737 0.01 -0.03 0.00
H -2.8978 -2.5465 -1.0346 0.00 0.02 -0.04
H -2.3702 -1.4063 1.7259 0.03 0.03 0.02
H -3.8919 -1.4598 0.8072 -0.03 0.02 0.02
H -4.4213 0.3926 -0.1989 -0.03 0.03 -0.02
H -5.1700 2.5546 -0.8184 0.02 0.00 0.00
H -4.9495 4.5859 -2.2132 0.00 -0.01 0.00
H -2.8019 5.0020 -3.3985 0.00 0.00 0.01
H -0.9257 3.4138 -3.1897 -0.01 0.01 0.01
N -0.7167 -0.5582 4.4892 0.17 -0.06 -0.03
C -0.1695 -0.1467 3.3105 -0.52 -0.07 0.03
S 0.3682 -1.3867 2.2154 -0.03 0.26 0.22
N -0.1856 1.1576 3.1390 0.27 -0.20 -0.49
N 0.2399 1.5157 1.8775 -0.10 0.08 0.54
C 0.6980 2.6986 1.7785 0.31 0.29 -0.25
C 1.2379 3.1706 0.4841 -0.14 -0.16 0.37
C 1.6359 4.4842 0.2969 0.07 0.12 -0.04
C 2.1731 4.8422 -0.9296 0.01 0.05 0.02
C 2.2912 3.8843 -1.9232 0.00 -0.01 -0.01
C 1.8519 2.5977 -1.6535 -0.02 -0.04 0.06
N 1.3467 2.2500 -0.4762 -0.06 -0.08 0.00
H -0.5358 -1.4998 4.7850 0.03 0.00 0.01
H -0.8733 0.1475 5.1892 0.00 0.00 0.03
H 0.7710 3.3270 2.6634 -0.09 0.09 -0.06
H 1.5249 5.2039 1.0970 0.01 0.00 -0.01
H 2.4960 5.8599 -1.1073 0.00 -0.01 0.00
H 2.7091 4.1199 -2.8917 -0.01 0.02 0.01
H 1.8945 1.8115 -2.3972 0.01 0.00 0.01
```
Positions in Å, forces in eV/Å.

As for the gap between HOMO and LUMO: 7.58 eV. The HOMO energy comes out at -7.796 eV. Its multiplicity is 1. The lowest unoccupied orbital energy is -0.22 eV.

=====

Entry 2:
ORCA calculation (ωB97M-V with the def2-TZVPD basis set) on 2 unconnected molecules or ions with the total composition CH7N2O in a non-equilibrium geometry.

XYZ file:
```
11
Properties=species:S:1:pos:R:3:forces:R:3
O 1.8180 -0.8545 -0.6836 0.36 -1.28 -2.05
H 0.4941 -0.2981 1.2799 -0.40 -0.20 -0.68
H 2.7582 -0.6491 -0.6523 0.45 0.23 0.39
H 1.8468 -1.4728 -1.4920 -0.53 1.15 1.57
N 0.0939 0.4419 0.6601 -1.06 -0.49 2.06
C -1.4051 0.0584 0.2051 4.15 0.00 1.89
N -1.9130 1.0097 -0.3873 -2.48 -2.56 -0.03
H 0.8475 0.5823 -0.0476 -0.41 -0.72 -1.07
H 0.1368 1.2585 1.3090 -0.77 0.05 -0.48
H -1.7899 -1.0378 0.5860 0.41 2.39 -1.09
H -2.8873 0.9617 -0.7773 0.27 1.42 -0.49
```
Positions in Å, forces in eV/Å.

As for the gap between HOMO and LUMO (spin up / spin down): 9.09 / 4.57 eV. The HOMO energy (spin up / spin down) comes out at -20.585 / -20.583 eV. The charge is +2. Its multiplicity is 2. The energy above the lowest of the compared OMol25 structures with the same formula, charge and spin comes out at 336.8 kJ/mol. The lowest unoccupied orbital energy (spin up / spin down) is -11.50 / -16.01 eV.

=====

Entry 3:
ORCA calculation (ωB97M-V with the def2-TZVPD basis set) on a single C6H15NO molecule in a non-equilibrium geometry.

XYZ file:
```
23
Properties=species:S:1:pos:R:3:forces:R:3
C -1.3006 -0.1436 1.7461 -0.84 -0.43 0.17
N -0.0305 0.2870 1.1648 0.06 -0.29 0.69
C 0.8211 0.8339 2.2124 0.01 0.78 -0.27
C 0.6566 -0.8397 0.5064 -0.64 0.79 -0.38
C -0.1089 -1.2953 -0.7641 1.30 -0.39 0.54
C -0.7194 -0.1458 -1.5420 -0.02 0.89 0.09
C 0.3243 0.8621 -2.0697 0.03 -0.43 0.39
O 0.9273 0.3534 -3.2655 -0.05 0.59 -0.19
H -1.5501 -1.2176 1.7135 0.66 0.00 -0.32
H -1.3975 0.0756 2.8131 0.24 0.35 -0.09
H -2.1436 0.3165 1.2432 -0.20 0.33 -0.11
H 0.3335 1.6289 2.7819 -0.41 -0.13 -0.17
H 1.6381 1.3629 1.7163 0.42 -0.46 0.25
H 1.1399 0.0947 2.9605 0.34 -0.11 -0.21
H 0.6961 -1.6222 1.2648 0.43 -0.58 -0.22
H 1.6611 -0.5354 0.2072 0.02 0.10 0.36
H -0.7141 -2.1332 -0.4119 -0.81 0.37 -0.62
H 0.6208 -1.7452 -1.4458 0.06 -0.19 0.16
H -1.2462 -0.5065 -2.4245 -0.28 -0.04 0.12
H -1.3661 0.4677 -0.9106 -0.33 -0.37 -0.07
H 1.0962 1.0487 -1.3155 0.08 -0.23 -0.08
H -0.1282 1.8486 -2.2113 -0.19 -0.20 -0.33
H 0.7901 1.0041 -3.9692 0.12 -0.36 0.28
```
Positions in Å, forces in eV/Å.

Its SMILES is CN(C)CCCCO. As for the gap between HOMO and LUMO: 9.56 eV. The HOMO energy comes out at -8.623 eV. Its multiplicity is 1. The energy above the lowest of the compared OMol25 structures with the same formula, charge and spin comes out at 196.9 kJ/mol. The lowest unoccupied orbital energy is 0.94 eV.

=====

Entry 4:
ORCA calculation (ωB97M-V with the def2-TZVPD basis set) on 2 unconnected molecules or ions with the total composition C3H4P2 in a non-equilibrium geometry.

XYZ file:
```
9
Properties=species:S:1:pos:R:3:forces:R:3
C -0.6178 0.2945 -1.2297 -0.37 0.23 -0.41
C 0.3218 0.2907 -0.2915 -1.56 -1.69 1.30
C 0.0278 -1.3182 1.3923 3.13 0.30 -1.74
P -1.1058 -1.5119 2.8234 -0.39 0.15 -2.36
P -1.4449 -2.1220 0.8406 -0.22 -0.15 1.93
H -0.8034 1.1174 -2.0276 0.77 -1.45 1.36
H -1.3735 -0.5475 -1.3152 0.69 0.98 0.41
H 1.1648 0.9255 -0.1163 0.13 0.37 0.06
H 1.0813 -1.8392 1.4730 -2.18 1.26 -0.55
```
Positions in Å, forces in eV/Å.

As for the gap between HOMO and LUMO: 6.60 eV. The HOMO energy comes out at -7.787 eV. Its multiplicity is 1. The energy above the lowest of the compared OMol25 structures with the same formula, charge and spin comes out at 354.1 kJ/mol. The lowest unoccupied orbital energy is -1.19 eV.

=====

Entry 5:
ORCA calculation (ωB97M-V with the def2-TZVPD basis set) on a molecular structure, C30H32ClN3SSi2Zr in a non-equilibrium geometry.

XYZ file:
```
70
Properties=species:S:1:pos:R:3:forces:R:3
C -4.3547 2.2744 2.5538 -0.29 1.63 -0.71
C -2.9787 2.7035 2.5764 -0.57 -0.04 -0.57
C -2.5327 2.7708 1.2113 0.72 0.68 -0.19
H -2.3916 2.9945 3.4549 -0.31 -0.19 -0.39
C -3.6160 2.3961 0.3582 -0.58 0.63 0.07
C -4.7473 2.0734 1.1805 0.39 1.83 0.36
H -5.7533 1.8449 0.8112 0.68 0.17 0.27
H -5.0618 2.3036 3.3974 0.76 -0.13 -0.66
H -1.5800 3.2042 0.8593 -0.73 -0.47 0.26
H -3.6369 2.5391 -0.7459 0.17 -0.65 1.04
Zr -3.0388 0.4998 1.7320 1.75 -2.05 -0.45
Si 1.8999 -1.3277 -1.2564 1.82 1.05 -0.32
C 3.3895 -2.1594 -0.4805 -0.37 -0.03 0.39
C 3.8000 -3.4966 -0.6549 0.26 0.33 0.03
H 3.1552 -4.2078 -1.1788 0.20 0.18 0.25
C 5.0694 -3.8933 -0.2113 -0.22 0.12 -0.01
H 5.3912 -4.9377 -0.3193 -0.17 0.54 0.06
C 5.9376 -2.9472 0.3476 -0.01 0.40 0.15
H 6.9150 -3.2533 0.7255 -0.23 0.04 -0.31
C 5.5605 -1.5974 0.4610 -0.20 -0.25 0.14
H 6.2431 -0.8136 0.8237 -0.25 -0.66 -0.06
C 4.2605 -1.2331 0.1103 0.53 -0.18 -0.24
H 3.9386 -0.1999 0.2390 0.17 -0.21 -0.09
C 2.0371 -1.6195 -3.0734 -1.32 -0.21 -0.62
C 3.2446 -1.1707 -3.6470 0.05 -0.05 -0.05
H 4.0048 -0.6972 -2.9840 -0.42 -0.62 -0.69
C 3.4357 -1.2652 -5.0359 -0.19 0.08 0.38
H 4.4055 -0.9858 -5.4784 -0.67 -0.04 0.24
C 2.3769 -1.7082 -5.8485 -0.08 -0.12 0.24
H 2.5170 -1.7159 -6.9451 -0.19 -0.16 0.79
C 1.1540 -2.1024 -5.2682 0.08 0.15 -0.10
H 0.3422 -2.4585 -5.9141 0.34 0.24 0.27
C 0.9663 -2.0409 -3.8732 0.53 -0.08 -0.66
H -0.0065 -2.2871 -3.4091 0.64 -0.04 -0.45
H 2.2621 0.1352 -1.4411 -0.35 -0.48 1.16
Si -0.4125 -0.1279 0.5800 -0.56 1.97 0.31
C -0.5490 0.7785 -1.0525 -0.66 0.47 -0.99
C 0.3383 1.8358 -1.3979 -0.03 0.12 0.99
H 1.1243 2.1498 -0.6690 -0.52 -0.51 -0.87
C 0.1568 2.5933 -2.5544 -0.31 0.36 -0.05
H 0.8666 3.3993 -2.7905 -0.36 -0.45 0.17
C -0.9764 2.4091 -3.3666 0.39 -0.71 0.19
H -1.1409 3.0451 -4.2467 0.05 -0.33 0.49
C -1.8558 1.3595 -3.0601 -0.10 0.36 0.06
H -2.7670 1.2471 -3.6659 0.54 -0.18 0.29
C -1.6331 0.5375 -1.9420 0.12 0.78 0.34
H -2.4015 -0.1926 -1.6887 0.23 -0.21 -0.16
C 0.9252 0.4190 1.7600 0.52 -0.23 0.38
C 1.0530 1.7629 2.1802 0.32 -0.08 0.31
H 0.2445 2.4719 2.0397 0.10 0.02 -0.36
C 2.1824 2.1964 2.8878 0.15 -0.29 0.32
H 2.2650 3.2360 3.2226 -0.14 -0.38 -0.26
C 3.2027 1.2935 3.2493 -0.32 -0.12 -0.57
H 4.1081 1.6387 3.7776 -0.69 -0.22 -0.28
C 3.0488 -0.0568 2.8986 0.05 0.29 0.51
H 3.7986 -0.7899 3.2206 -0.35 0.31 -0.25
C 1.9233 -0.4784 2.1907 -0.16 -0.02 0.08
H 1.8041 -1.5431 2.0018 0.16 0.13 -0.18
H 0.5457 -1.3239 -0.4275 1.00 -0.64 -0.65
Cl -1.3905 -1.9627 1.0467 -0.58 0.57 0.11
N -3.9954 -0.0978 3.8110 -0.37 0.08 1.25
N -5.4185 0.1198 3.7134 -0.37 -1.61 0.25
C -6.0062 -0.3962 2.5842 -1.12 -0.54 -0.60
N -7.3440 -0.5975 2.6877 1.35 0.33 -0.02
S -5.1592 -0.7293 1.1105 -1.00 -1.10 0.98
H -3.6478 0.5693 4.5077 -0.18 0.17 -0.25
H -3.8291 -0.9975 4.2800 -0.12 -0.09 -0.49
H -5.9692 -0.0885 4.5700 0.84 0.25 -0.56
H -7.8699 -1.1278 1.9914 0.33 0.54 0.20
H -7.8294 -0.1734 3.4731 -0.17 -0.44 -0.26
```
Positions in Å, forces in eV/Å.

As for the gap between HOMO and LUMO: 5.62 eV. The HOMO energy comes out at -12.540 eV. The charge is +2. Its multiplicity is 1. The lowest unoccupied orbital energy is -6.92 eV.

=====

Entry 6:
ORCA calculation (ωB97M-V with the def2-TZVPD basis set) on 11 unconnected molecules or ions with the total composition C6H30BrFO13 in a non-equilibrium geometry.

XYZ file:
```
51
Properties=species:S:1:pos:R:3:forces:R:3
O -3.8300 -0.0710 -4.9634 -0.16 0.20 0.04
C -3.8316 -0.4046 -3.8318 0.46 -0.50 -0.95
Br -5.0206 0.5735 -2.6083 -0.01 -0.02 0.25
C -2.9831 -1.5451 -3.3081 -0.09 0.53 0.93
C -2.4907 -1.4185 -1.8426 -0.08 -0.76 -0.23
O -1.0841 -1.4864 -1.7926 -0.20 0.44 0.28
C -0.4264 -0.2186 -1.7053 0.26 -0.08 0.05
C 0.4951 -0.1981 -0.4715 -0.50 -0.38 -0.30
O 1.8927 -0.1537 -0.7554 -0.11 0.45 0.05
C 2.2860 0.9481 -1.4741 0.29 -0.29 0.16
F 2.5037 0.5627 -2.8141 0.01 0.22 -0.18
H -2.1128 -1.5903 -3.9598 -0.02 0.04 -0.07
H -3.5283 -2.4803 -3.4387 -0.24 0.13 -0.09
H -2.8647 -2.2763 -1.2789 0.04 0.04 0.01
H -2.8887 -0.5312 -1.3491 0.15 0.11 -0.09
H 0.1274 -0.0598 -2.6328 0.16 0.05 0.10
H -1.1364 0.6046 -1.6150 -0.20 -0.13 -0.06
H 0.3222 -1.1338 0.0581 0.13 -0.02 -0.02
H 0.1782 0.5978 0.1998 0.35 0.21 -0.05
H 3.2594 1.2854 -1.1161 -0.02 -0.03 0.05
H 1.5519 1.7548 -1.4934 0.00 -0.18 0.12
O -0.8104 0.4696 2.3061 -0.01 0.16 -0.10
H 0.0077 0.0905 2.6557 -0.17 -0.17 0.15
H -1.4386 0.3438 3.0225 0.03 0.00 0.03
O 3.5570 3.4802 -3.0332 -0.06 -0.13 -0.06
H 4.0583 3.7613 -3.8044 0.00 0.05 0.02
H 3.4076 2.5367 -3.1791 -0.03 0.00 -0.03
O 0.5183 -1.2654 4.1551 -0.06 0.15 0.29
H 1.4392 -1.5265 4.2928 0.27 0.13 -0.20
H 0.0143 -2.0403 4.4227 0.00 -0.04 -0.08
O -0.1306 3.0207 -1.8141 0.15 -0.06 0.08
H -0.7083 3.6907 -1.4331 -0.11 0.08 -0.14
H 0.4313 3.5231 -2.4142 -0.02 -0.01 -0.04
O 3.4555 -1.2510 4.0177 0.09 0.09 -0.13
H 4.1214 -1.6727 3.4622 -0.05 -0.23 0.12
H 3.8932 -0.4780 4.3988 -0.30 0.04 0.16
O 4.9326 -3.6676 3.9543 0.08 -0.14 -0.02
H 5.7525 -4.0502 4.2810 0.01 -0.01 -0.06
H 4.3046 -3.7755 4.6762 -0.03 0.12 -0.01
O -7.2804 -1.7489 -1.2488 0.00 0.02 -0.05
H -7.8980 -1.1712 -0.7911 -0.01 -0.02 0.01
H -6.7695 -1.1573 -1.8153 -0.02 -0.06 0.07
O 3.1616 1.3071 5.2645 0.03 0.11 -0.06
H 2.3595 1.2035 5.7869 0.02 -0.09 0.01
H 2.8454 1.6139 4.4076 -0.01 0.02 0.01
O 0.6157 -3.8081 2.8705 0.00 -0.13 -0.10
H 0.3389 -3.0435 2.3535 0.03 0.04 0.04
H 1.4626 -4.0586 2.4878 0.00 -0.04 0.02
O -1.8054 5.3198 -2.2805 -0.12 0.17 0.04
H -1.5251 6.1156 -2.7434 0.06 -0.02 0.01
H -2.7301 5.4791 -2.0658 0.00 -0.06 0.00
```
Positions in Å, forces in eV/Å.

Its SMILES is O=C(Br)CCOCCOCF.O.O.O.O.O.O.O.O.O.O. As for the gap between HOMO and LUMO: 9.76 eV. The HOMO energy comes out at -9.540 eV. Its multiplicity is 1. The lowest unoccupied orbital energy is 0.22 eV.

=====

These records have calculated total energy values of -1804.8029; -226.1680; -367.5563; -799.2079; -2810.5000; -3898.5724 hartree, in the order they appear.